This record from OMol25 describes a cluster of 2 separate species, C4H15N2O in total. The level of theory is ωB97M-V with the def2-TZVPD basis set.

Values from the calculation:
- charge = +1
- Kohn-Sham gap (eV) = 10.98
- energy (Eh) = -345.9112
- ΔE to the lowest compared entry with this formula, charge and spin (kJ/mol) = 90.7
- HOMO (eV) = -13.83

Each line ends with the Löwdin charge.
Cartesian coordinates (Å):
C (0.101, 1.447, 1.507)  -0.058
C (0.105, 0.512, 0.365)  -0.355
C (-0.602, 1.156, -0.909)  -0.133
C (-0.625, 0.186, -2.091)  -0.232
N (0.477, -0.838, -2.012)  -0.034
N (-0.753, -0.750, 0.502)  0.176
H (-0.837, 1.994, 1.701)  0.103
H (0.904, 2.169, 1.521)  0.096
H (0.317, 0.911, 2.456)  0.092
H (1.119, 0.237, 0.077)  0.135
H (-0.069, 2.103, -0.986)  0.123
H (-1.635, 1.389, -0.661)  0.115
H (-1.554, -0.383, -2.186)  0.114
H (-0.525, 0.638, -3.082)  0.116
H (0.502, -1.428, -2.842)  0.089
H (-1.717, -0.443, 0.600)  0.167
H (1.397, -0.365, -2.065)  0.096
H (-0.378, -1.223, 1.359)  0.107
H (-0.352, -1.398, -0.234)  0.148
H (1.743, -2.100, 1.627)  0.076
H (1.341, -1.987, 3.126)  0.081
O (1.042, -1.827, 2.227)  -0.027



This record from OMol25 describes a cluster of 2 separate species, C4H15N2O in total. The level of theory is ωB97M-V with the def2-TZVPD basis set.

Values from the calculation:
- charge = +1
- Kohn-Sham gap (eV) = 9.40
- energy (Eh) = -345.8933
- ΔE to the lowest compared entry with this formula, charge and spin (kJ/mol) = 137.6
- HOMO (eV) = -12.64

Each line ends with the Löwdin charge.
Cartesian coordinates (Å):
C (0.148, 0.073, 1.478)  -0.261
N (0.295, 1.445, 1.883)  0.030
C (-0.428, -0.188, 0.090)  -0.347
N (-0.152, -1.606, -0.280)  0.033
C (-0.113, -1.966, -1.723)  0.016
C (-1.859, 0.263, -0.134)  -0.016
H (-0.323, -0.419, 2.347)  0.129
H (1.154, -0.383, 1.473)  0.125
H (-0.533, 2.017, 1.824)  0.079
H (1.153, 1.875, 1.583)  0.069
H (0.207, 0.495, -0.527)  0.119
H (-0.811, -2.258, 0.159)  0.190
H (0.740, -1.952, 0.082)  0.177
H (0.074, -3.027, -1.818)  0.109
H (0.581, -1.326, -2.255)  0.108
H (-1.084, -1.777, -2.187)  0.103
H (-2.008, 1.299, 0.120)  0.090
H (-2.493, -0.376, 0.470)  0.089
H (-2.206, 0.042, -1.151)  0.085
H (2.526, 1.411, -1.421)  0.062
H (1.267, 2.243, -1.461)  0.054
O (1.821, 1.751, -0.856)  -0.043